{
  "formula": "C2H10N2OSi",
  "method": "the ωB97M-V functional and the def2-TZVPD basis",
  "spin_multiplicity": 1,
  "e_lumo_ev": [-0.21, 0.09],
  "max_force_ev_per_a": 3.1,
  "orbital_gap_ev": [5.995, 8.758],
  "elements": ["C", "C", "N", "N", "O", "Si", "H", "H", "H", "H", "H", "H", "H", "H", "H", "H"],
  "coordinates": [[-1.31451, -0.13889, -1.02483], [-0.55053, -1.84221, 1.37682], [2.73882, -0.69697, 0.30116], [0.18971, 2.62639, -0.61448], [1.51846, -0.26487, -0.21029], [-0.01427, -0.53828, 0.19797], [-0.78710, 0.28502, -1.85360], [-2.06266, -0.91157, -1.14062], [-1.98243, 0.72039, -0.69457], [0.05391, -2.02306, 2.20816], [-1.55630, -1.60574, 1.70121], [-0.73233, -2.75665, 0.81025], [0.72903, 2.91438, 0.20893], [3.39740, 0.14987, 0.22538], [-0.46473, 1.86023, -0.27780], [0.83755, 2.22196, -1.21367]],
  "forces_ev_per_a": [[-1.123, 1.545, 0.846], [-0.976, -0.444, -1.589], [0.230, 0.691, 0.275], [-2.173, 0.101, 2.274], [1.405, 0.357, -0.477], [-0.524, 0.338, 1.853], [-0.193, -0.329, -1.256], [0.324, -0.564, -0.822], [0.944, -0.817, 0.032], [1.056, -0.312, 1.201], [-0.222, 0.488, 0.245], [0.371, -0.409, 0.050], [-0.355, -0.094, -0.323], [-1.446, -1.121, -0.390], [1.331, 1.594, -0.533], [1.350, -1.024, -1.386]],
  "mulliken_charge": [-1.202, -1.018, -0.385, -0.753, -0.069, 0.331, 0.358, 0.365, 0.434, 0.323, 0.332, 0.356, 0.272, 0.186, 0.179, 0.292]
}

{
  "formula": "C2H10N2S2",
  "method": "the ωB97M-V functional and the def2-TZVPD basis",
  "spin_multiplicity": 2,
  "e_lumo_ev": [3.42, 3.42],
  "s_squared": 0.752,
  "max_force_ev_per_a": 4.5,
  "orbital_gap_ev": [2.840, 7.787],
  "total_charge": -1,
  "elements": ["C", "S", "S", "H", "H", "H", "H", "N", "C", "N", "H", "H", "H", "H", "H", "H"],
  "coordinates": [[-1.14248, 2.18196, 0.69549], [-1.95005, 0.59878, 0.97685], [-0.86785, -0.89429, 1.79370], [-0.04461, 2.21129, 0.89340], [-1.74611, 2.83050, 1.20497], [-1.11464, 2.59783, -0.29374], [0.00764, -1.34652, 0.80345], [2.25706, -1.17865, -3.12628], [1.54626, -0.72728, -1.91946], [2.35414, 0.12786, -0.92605], [3.34935, -1.43338, -2.73917], [2.30283, -0.44627, -3.81160], [0.80352, 0.14906, -2.01728], [1.10849, -1.59900, -1.28085], [2.62928, -0.34249, -0.10765], [3.08947, 0.73467, -1.27014]],
  "forces_ev_per_a": [[2.625, -0.953, -0.768], [-2.027, 1.056, -1.840], [2.257, -1.537, 0.723], [-0.882, -0.161, 0.835], [-0.839, 2.084, 1.902], [-0.566, -0.576, -1.223], [-0.513, 0.042, 0.380], [2.967, -1.248, 2.531], [-0.118, 2.235, 2.283], [-0.393, -0.439, -1.046], [-3.987, 1.041, -1.720], [0.361, 0.361, -0.070], [0.137, -2.333, -1.304], [0.714, 1.558, -1.352], [0.498, -0.779, 1.006], [-0.234, -0.352, -0.338]],
  "mulliken_charge": [-0.965, -0.549, -0.223, 0.290, 0.341, 0.297, -0.038, -0.575, -0.466, -0.554, 0.279, 0.283, 0.170, 0.289, 0.224, 0.197]
}

{
  "formula": "C2H10N3",
  "method": "the ωB97M-V functional and the def2-TZVPD basis",
  "spin_multiplicity": 1,
  "e_lumo_ev": -4.85,
  "max_force_ev_per_a": 1.9,
  "orbital_gap_ev": 9.012,
  "total_charge": 1,
  "elements": ["C", "N", "H", "H", "H", "H", "H", "H", "N", "C", "N", "H", "H", "H", "H"],
  "coordinates": [[-0.62756, -1.67659, -0.27145], [-0.87677, -1.04363, 1.05471], [-1.18863, -2.60457, -0.35301], [0.43840, -1.83721, -0.34196], [-1.00598, -0.95798, -0.99876], [-1.86527, -0.99249, 1.26916], [-0.29149, -1.35884, 1.81493], [-0.57927, 0.52007, 0.87071], [1.55868, 0.98175, -0.91175], [0.46110, 1.60843, -0.60809], [-0.19479, 1.51204, 0.55531], [2.08367, 1.41827, -1.66932], [2.14009, 0.39233, -0.32634], [-0.10905, 1.99431, -1.45904], [0.05686, 2.04409, 1.37490]],
  "forces_ev_per_a": [[-0.692, 0.535, 1.377], [-0.016, 0.801, -0.596], [0.224, -0.116, -0.244], [0.134, -0.162, -0.409], [0.251, -0.232, -0.376], [0.165, -0.445, 0.384], [-0.402, -0.404, 0.045], [0.491, -0.232, -0.461], [1.237, 1.298, -0.692], [-1.156, -1.330, 0.649], [-0.652, -0.193, 0.491], [-0.292, -0.778, -0.540], [-0.400, 0.313, 0.659], [0.691, 0.756, -0.132], [0.416, 0.187, -0.155]],
  "mulliken_charge": [-0.749, -0.618, 0.321, 0.268, 0.274, 0.270, 0.253, 0.407, -0.226, 0.052, -0.450, 0.272, 0.271, 0.351, 0.304]
}

{
  "formula": "C2H10N3",
  "method": "the ωB97M-V functional and the def2-TZVPD basis",
  "spin_multiplicity": 1,
  "e_lumo_ev": -8.12,
  "max_force_ev_per_a": 8.5,
  "orbital_gap_ev": 8.048,
  "total_charge": 1,
  "elements": ["N", "C", "N", "N", "H", "H", "H", "H", "H", "H", "C", "H", "H", "H", "H"],
  "coordinates": [[0.41410, -0.16905, 1.67166], [0.90764, -0.16196, 0.17361], [2.30245, -0.22385, 0.21914], [0.52126, 0.97237, -0.60049], [-0.43315, 0.37540, 1.44247], [0.05833, -1.13747, 1.70871], [2.38947, 0.65612, 0.73768], [2.58364, -0.93452, 0.89837], [1.09914, 1.71624, -0.21550], [0.80323, 0.67634, -1.53505], [-2.14435, -0.35028, -0.90129], [-2.24051, 0.63114, -0.43748], [-1.14018, -0.72521, -0.68714], [-2.23934, -0.29036, -1.98305], [-2.88171, -1.03491, -0.49166]],
  "forces_ev_per_a": [[-1.678, -1.500, -5.737], [2.993, 5.830, 5.470], [-1.010, -2.549, -0.378], [-0.862, -2.803, 0.264], [-0.353, -0.207, 0.992], [-0.013, 0.001, 1.267], [1.054, 0.142, -0.671], [0.238, -0.056, -0.231], [-0.166, 0.492, -0.593], [0.194, 1.044, -0.309], [0.006, -0.124, 0.130], [-0.056, -0.033, -0.162], [-0.212, -0.304, -0.017], [-0.110, 0.102, 0.044], [-0.025, -0.033, -0.069]],
  "mulliken_charge": [-0.449, 0.249, -0.504, -0.416, 0.363, 0.340, 0.394, 0.324, 0.331, 0.297, -0.862, 0.275, 0.026, 0.306, 0.326]
}

{
  "formula": "C2H10N3O",
  "method": "the ωB97M-V functional and the def2-TZVPD basis",
  "spin_multiplicity": 1,
  "e_lumo_ev": -3.46,
  "max_force_ev_per_a": 3.5,
  "orbital_gap_ev": 11.290,
  "total_charge": 1,
  "elements": ["C", "N", "N", "N", "C", "H", "H", "H", "H", "H", "H", "H", "H", "O", "H", "H"],
  "coordinates": [[0.33863, -0.22273, -0.34305], [1.37459, -0.96814, -0.75272], [-0.51476, -0.64247, 0.62204], [0.02331, 1.00424, -0.87614], [-0.51535, -1.98362, 1.25551], [1.45467, -1.97243, -0.57516], [2.13616, -0.46877, -1.21872], [-1.12588, 0.10640, 0.95710], [-0.77738, 1.49348, -0.46864], [0.62061, 1.47952, -1.55723], [-1.22255, -2.03934, 2.10012], [0.49769, -2.20841, 1.62946], [-0.79397, -2.74948, 0.51225], [-0.30367, 3.30091, -0.68041], [-0.97463, 2.61647, -0.90313], [-0.21745, 3.25436, 0.29870]],
  "forces_ev_per_a": [[-1.599, 0.391, 0.359], [0.044, 0.721, -0.203], [0.375, 0.282, -0.355], [1.276, -3.261, 0.426], [0.411, 0.015, -0.259], [-0.011, 0.837, 0.106], [-0.463, -0.712, 0.021], [0.083, -0.973, -0.036], [1.299, -1.834, -0.009], [-0.476, -0.205, 0.665], [0.344, 0.327, -0.537], [-0.408, 0.088, -0.014], [0.004, 0.330, 0.307], [-0.999, 0.623, 0.722], [0.178, 2.982, -0.287], [-0.058, 0.388, -0.904]],
  "mulliken_charge": [0.683, -0.365, -0.171, -0.365, -0.945, 0.245, 0.228, 0.217, 0.068, 0.218, 0.306, 0.353, 0.340, -0.640, 0.480, 0.348]
}

{
  "formula": "C2H10N4",
  "method": "the ωB97M-V functional and the def2-TZVPD basis",
  "spin_multiplicity": 1,
  "e_lumo_ev": 0.89,
  "max_force_ev_per_a": 2.7,
  "orbital_gap_ev": 9.712,
  "elements": ["H", "N", "C", "N", "H", "H", "H", "N", "C", "N", "H", "H", "H", "H", "H", "H"],
  "coordinates": [[-2.51828, 0.47169, 2.15680], [-2.35814, -0.17322, 1.36352], [-2.27803, 0.59906, 0.30512], [-2.15144, 0.03751, -0.99632], [-2.18445, 1.67689, 0.42156], [-2.02549, 0.56015, -1.87393], [-2.35779, -0.99935, -1.04115], [1.78118, 0.25979, 1.17067], [1.55871, -0.68833, 0.03743], [1.95279, -0.10205, -1.24630], [2.71078, 0.75930, 0.91786], [1.90723, -0.27704, 2.02385], [2.26892, -1.62061, 0.19252], [0.43960, -0.83768, -0.07549], [1.46828, -0.55186, -2.01170], [1.78611, 0.88573, -1.34445]],
  "forces_ev_per_a": [[0.350, -0.641, -0.351], [-0.496, 1.975, -1.760], [0.644, -2.295, 0.252], [-0.447, -0.763, 1.235], [-0.185, 0.057, -0.585], [-0.262, -0.400, 1.233], [0.450, 2.033, -0.032], [1.742, 0.793, -1.938], [0.015, -0.450, 0.147], [0.858, -0.011, -0.094], [-1.864, -1.183, 0.988], [0.156, 0.207, -0.144], [-2.010, 1.304, -0.406], [1.275, -0.789, 0.942], [0.050, -0.096, 0.109], [-0.275, 0.260, 0.403]],
  "mulliken_charge": [0.245, -0.665, 0.062, -0.441, 0.333, 0.197, 0.257, -0.614, -0.075, -0.624, 0.251, 0.244, 0.217, 0.163, 0.230, 0.219]
}

{
  "formula": "C2H10N4O",
  "method": "the ωB97M-V functional and the def2-TZVPD basis",
  "spin_multiplicity": 1,
  "e_lumo_ev": -6.31,
  "max_force_ev_per_a": 11.2,
  "orbital_gap_ev": 8.939,
  "total_charge": 2,
  "elements": ["C", "C", "N", "N", "N", "N", "O", "H", "H", "H", "H", "H", "H", "H", "H", "H", "H"],
  "coordinates": [[-9.29451, 1.42121, 0.13216], [18.02971, 0.59677, 0.04357], [-9.30162, 0.14593, -0.11784], [17.52536, -0.61963, 0.42197], [-10.28287, -0.69623, 0.23977], [18.46728, 1.72489, -0.18022], [-8.23263, 2.20523, -0.04965], [-10.19864, 1.92678, 0.56607], [18.27279, -1.29397, 0.33880], [18.37854, 2.52925, -0.67669], [-10.86171, -4.12116, -1.13182], [-8.40131, -0.28756, -0.63506], [16.59621, -0.88819, 0.64395], [-10.74146, -0.54127, 1.06456], [-10.38641, -1.66890, -0.10959], [-11.11238, -3.48388, -0.73954], [-8.45637, 3.05073, 0.18955]],
  "forces_ev_per_a": [[-0.696, 0.817, 0.489], [-0.325, 3.778, -0.205], [3.791, 0.021, -1.681], [4.361, 3.948, -1.755], [-0.517, -2.005, -2.091], [-2.758, -10.156, 3.726], [0.005, -4.924, -1.105], [0.734, -0.952, -0.411], [-0.296, -0.795, 0.129], [0.078, 2.860, -2.112], [-0.418, 1.238, 0.745], [-2.513, 1.225, 1.637], [-1.042, 0.365, 0.217], [-0.946, 0.728, 2.451], [0.846, 1.469, -0.172], [0.388, -1.256, -0.744], [-0.692, 3.639, 0.882]],
  "mulliken_charge": [0.166, 0.577, 0.177, -0.309, -0.514, -0.149, -0.375, 0.329, 0.279, 0.317, 0.230, 0.375, 0.285, 0.215, 0.246, -0.219, 0.369]
}

{
  "formula": "C2H10N4O",
  "method": "the ωB97M-V functional and the def2-TZVPD basis",
  "spin_multiplicity": 1,
  "e_lumo_ev": [-9.43, -9.43],
  "max_force_ev_per_a": 4.7,
  "orbital_gap_ev": [8.567, 8.566],
  "total_charge": 2,
  "elements": ["C", "C", "N", "N", "N", "N", "O", "H", "H", "H", "H", "H", "H", "H", "H", "H", "H"],
  "coordinates": [[0.14577, -0.39552, -0.29565], [-1.74234, 1.20657, 0.86309], [0.21719, -1.49295, -1.01267], [1.15601, 0.20487, 0.30682], [-1.51594, 0.59005, -0.39371], [2.64187, -0.11384, -0.04455], [-2.39898, -0.39707, -0.69310], [-2.17459, 2.18092, 0.66999], [-0.93826, 1.13804, 1.43738], [-2.42458, 0.69250, 1.61917], [0.99558, -2.11399, -1.16807], [-0.71590, -1.81979, -1.24938], [1.20951, 1.00601, 0.93697], [2.77213, -0.90195, -0.70821], [2.91171, 0.53636, -0.74126], [3.15448, 0.02314, 0.82151], [-3.29365, -0.34335, -0.34834]],
  "forces_ev_per_a": [[-1.281, 0.080, 0.205], [-4.615, -0.404, 0.612], [-1.231, 1.673, 0.943], [2.437, -0.562, -0.757], [1.445, -2.405, -0.822], [-2.803, 0.046, -0.793], [1.344, -0.278, -1.595], [0.381, 0.436, 0.077], [3.940, 0.906, 2.102], [0.098, 0.074, -1.518], [0.111, -0.107, -0.002], [-0.016, -0.378, -0.484], [-0.837, -0.122, -0.387], [0.005, -0.947, 1.726], [0.580, 2.353, -0.501], [0.797, -0.874, 0.073], [-0.354, 0.509, 1.123]],
  "mulliken_charge": [0.612, -0.836, -0.261, -0.135, 0.105, -0.344, -0.372, 0.344, 0.282, 0.406, 0.190, 0.254, 0.268, 0.341, 0.373, 0.379, 0.394]
}

{
  "formula": "C2H10N4S2",
  "method": "the ωB97M-V functional and the def2-TZVPD basis",
  "spin_multiplicity": 1,
  "e_lumo_ev": -8.01,
  "max_force_ev_per_a": 5.8,
  "orbital_gap_ev": 9.483,
  "total_charge": 2,
  "elements": ["N", "N", "S", "C", "N", "C", "N", "S", "H", "H", "H", "H", "H", "H", "H", "H", "H", "H"],
  "coordinates": [[-0.41537, -1.78294, 2.16364], [0.31467, -1.14840, 1.20951], [1.91828, -2.12163, 0.87116], [-0.43490, -0.90449, -0.03566], [-0.08738, 0.28796, -0.83231], [-0.47515, 1.57936, -0.68686], [-0.22921, 2.45811, -1.54578], [0.18205, 2.06024, -3.25050], [-0.93930, -2.59300, 1.93975], [-0.17380, -1.78459, 3.09350], [0.74449, -0.32576, 1.58306], [2.28141, -1.90491, 2.12463], [-1.46634, -0.72184, 0.36791], [-0.44081, -1.90992, -0.56805], [0.18024, 0.00825, -1.73035], [-0.90376, 1.82356, 0.33759], [-0.24907, 3.59045, -1.55781], [0.19395, 3.38955, -3.48343]],
  "forces_ev_per_a": [[-2.611, 0.635, -1.068], [3.187, -1.661, 0.255], [-0.552, 0.394, -0.931], [-3.108, 0.495, 0.011], [-0.176, -1.268, 0.776], [-0.458, -1.468, 4.247], [0.541, 4.383, -3.694], [0.037, 0.552, 0.831], [-0.198, -0.780, -0.979], [1.431, 0.590, 2.284], [-0.193, 1.082, 0.391], [0.288, -0.012, 0.521], [0.692, -0.449, -0.470], [0.128, 1.705, -0.019], [0.898, -0.232, -1.608], [0.546, 0.103, -1.455], [-0.605, -3.691, 1.424], [0.152, -0.378, -0.516]],
  "mulliken_charge": [-0.481, 0.012, 0.084, -0.704, -0.215, 0.251, -0.256, 0.010, 0.263, 0.237, 0.449, 0.225, 0.416, 0.474, 0.215, 0.353, 0.436, 0.233]
}

{
  "formula": "C2H10N6",
  "method": "the ωB97M-V functional and the def2-TZVPD basis",
  "spin_multiplicity": 1,
  "e_lumo_ev": -8.80,
  "max_force_ev_per_a": 3.1,
  "orbital_gap_ev": 9.469,
  "total_charge": 2,
  "elements": ["C", "C", "N", "N", "N", "N", "N", "N", "H", "H", "H", "H", "H", "H", "H", "H", "H", "H"],
  "coordinates": [[1.73319, -0.41839, -0.62497], [-0.84013, -0.90069, 1.12495], [2.05192, 0.53703, -0.02025], [-0.96770, 0.02723, 0.05247], [1.97319, -1.45540, -1.30056], [-2.52766, 1.14057, -1.19648], [2.23630, 1.39431, 0.88617], [-2.12788, 0.38716, -0.19380], [0.16313, -1.36065, 1.12510], [-0.85522, -0.17554, 2.10097], [-1.69720, -1.73035, 1.11938], [2.90989, -1.85756, -1.34636], [1.23928, -2.00639, -1.71568], [-3.50436, 1.32097, -1.31444], [-2.01026, 1.95853, -1.44743], [2.69661, 2.27302, 0.64285], [2.43128, 1.05094, 1.83605], [-2.90436, -0.18478, 0.27202]],
  "forces_ev_per_a": [[0.950, 2.272, 1.386], [-1.146, -0.075, 2.856], [-0.064, -1.500, -1.638], [-0.689, 1.486, -1.060], [0.157, -2.033, -1.061], [0.184, 0.679, -0.482], [0.380, 1.273, 2.089], [-0.821, -2.661, 0.692], [-0.707, 0.100, -0.168], [-0.173, -2.110, -1.882], [1.781, 1.776, 0.302], [-0.120, 0.218, -0.013], [-0.135, -0.020, -0.175], [-0.809, -0.468, 0.495], [1.076, 0.210, -0.021], [-0.297, -0.312, -0.238], [-0.171, 0.108, -0.575], [0.605, 1.057, -0.507]],
  "mulliken_charge": [0.388, -0.752, 0.401, -0.073, -0.330, -0.524, -0.549, 0.366, 0.313, 0.347, 0.341, 0.270, 0.264, 0.306, 0.306, 0.298, 0.290, 0.340]
}